(1)
# C35H63Br2FN10O2PS

7 unconnected molecules or ions with the total composition C35H63Br2FN10O2PS (the ωB97M-V functional and the def2-TZVPD basis, OMol25).

Last column: Mulliken charge in e.
CARTESIAN COORDINATES (ANGSTROEM)
C -2.0962 -2.2989 -1.0545  -1.306
N -0.9291 -2.3796 -1.9710  0.181
C -1.1409 -3.3065 -3.0918  -1.811
C -0.8585 -2.6020 -4.4739  1.332
P -1.0045 -3.8462 -5.8848  0.170
S -0.5310 -5.6702 -5.3826  -0.280
N -2.0132 -1.6226 -4.6280  -0.293
C -1.5414 -0.5221 -5.5111  0.177
C -2.7301 0.4105 -5.9143  0.140
O -2.7402 1.5386 -5.6624  -0.370
N -3.8789 -0.1356 -6.6381  -0.309
C -4.8717 -0.5030 -5.7004  0.431
O -4.7177 -0.3754 -4.5524  -0.366
F -5.9660 -0.9684 -6.2436  -0.224
C -0.5427 0.3268 -4.6719  -1.407
N 0.4332 -0.4629 -3.9131  0.078
C 0.5469 -1.8568 -4.3437  -1.000
C 1.5009 -1.9754 -5.5905  -1.032
Br 2.4978 -3.6942 -5.5074  0.059
C 2.6068 -0.7988 -5.4740  -0.018
C 2.2638 0.4520 -6.3255  -1.224
Br 4.2731 -1.5345 -6.2925  -0.154
H -3.0694 -2.2953 -1.5670  0.505
H -2.0251 -1.3271 -0.5298  0.400
H -1.9979 -3.0713 -0.2734  0.282
H -0.1570 -2.7732 -1.4361  0.164
H -0.5269 -4.2097 -2.9593  0.626
H -2.2247 -3.5606 -3.0994  0.401
H -0.3616 -3.4262 -7.0747  0.094
H -2.4097 -3.8775 -6.1831  0.124
H -2.3361 -1.2664 -3.7156  0.505
H -2.8115 -2.0769 -5.0876  0.618
H -1.1247 -0.9000 -6.4645  0.255
H -3.6106 -0.9344 -7.2188  0.356
H -0.1107 1.0798 -5.3478  0.145
H -1.1594 0.8702 -3.9282  0.515
H 0.2776 -0.4144 -2.9122  0.507
H 1.0806 -2.3686 -3.5236  0.953
H 1.0064 -1.8238 -6.5615  0.307
H 2.8777 -0.5887 -4.4334  0.529
H 3.2183 0.8413 -6.7180  0.548
H 1.6075 0.2273 -7.1811  0.199
H 1.8794 1.2638 -5.6812  0.208
C -2.8146 0.3561 3.0041  -0.756
C -4.0334 -0.3048 3.6398  -0.345
C -4.2583 -1.7358 3.1378  -0.566
C -4.4815 -1.7386 1.6770  0.254
N -4.6537 -1.7342 0.5504  -0.443
H -2.9303 0.4546 1.9221  0.247
H -2.6728 1.3552 3.4060  0.022
H -1.9071 -0.2219 3.2015  0.277
H -4.9171 0.2999 3.4340  0.315
H -3.9074 -0.3269 4.7226  0.348
H -5.1294 -2.1740 3.6263  0.340
H -3.3933 -2.3625 3.3633  0.307
C -2.7112 5.3841 3.6099  -1.219
C -2.6444 5.3949 5.1336  -0.255
C -2.3275 4.0194 5.7267  -0.382
C -3.3790 3.0520 5.3494  0.213
N -4.1957 2.3114 5.0588  -0.464
H -3.5111 4.7351 3.2474  0.331
H -2.9111 6.3872 3.2319  0.369
H -1.7679 5.0407 3.1778  0.301
H -3.5970 5.7541 5.5293  0.153
H -1.8777 6.1040 5.4508  0.341
H -2.2773 4.0790 6.8148  0.342
H -1.3640 3.6565 5.3634  0.305
C 6.0390 0.9277 -2.9197  -0.658
C 5.5739 2.3293 -3.3012  -0.440
C 4.7291 2.9907 -2.2089  -0.484
C 3.5130 2.1859 -1.9551  0.298
N 2.5729 1.5690 -1.7649  -0.436
H 5.1965 0.2530 -2.7708  0.309
H 6.6566 0.5047 -3.7125  0.323
H 6.6297 0.9452 -2.0036  -0.080
H 4.9972 2.2755 -4.2288  0.236
H 6.4474 2.9528 -3.5038  0.355
H 4.4289 3.9934 -2.5162  0.314
H 5.2985 3.0781 -1.2819  0.277
C -6.1893 2.9508 9.4203  -1.126
C -7.2633 3.7453 8.6854  -0.465
C -6.6968 4.6013 7.5487  -0.136
C -5.7278 5.5803 8.0859  0.208
N -4.9805 6.3326 8.5035  -0.471
H -5.4643 3.6083 9.9038  0.360
H -6.6391 2.3348 10.1999  0.334
H -5.6518 2.2912 8.7344  0.269
H -7.7869 4.3831 9.4013  0.308
H -8.0003 3.0528 8.2734  0.312
H -7.5014 5.1384 7.0449  0.304
H -6.1946 3.9724 6.8102  0.092
C 8.2488 0.5389 1.1782  -1.162
C 7.0839 -0.2013 1.8264  -0.505
C 6.8858 -1.6112 1.2611  0.090
C 6.5984 -1.5471 -0.1873  0.325
N 6.3765 -1.4890 -1.3035  -0.452
H 8.0839 0.6896 0.1095  0.226
H 8.3713 1.5239 1.6300  0.364
H 9.1834 -0.0112 1.3067  0.330
H 6.1698 0.3822 1.6889  0.285
H 7.2603 -0.2725 2.9018  0.385
H 6.0537 -2.1051 1.7626  -0.314
H 7.7806 -2.2162 1.4169  0.356
C 3.1503 -5.6490 1.9520  -1.351
C 4.0416 -4.4120 1.9421  -0.298
C 3.2907 -3.1319 2.3242  -0.274
C 2.1961 -2.8733 1.3681  0.252
N 1.3518 -2.6742 0.6314  -0.469
H 2.3469 -5.5706 1.2172  0.335
H 3.7314 -6.5373 1.7037  0.368
H 2.7019 -5.8015 2.9362  0.329
H 4.4816 -4.2978 0.9479  0.300
H 4.8660 -4.5607 2.6430  0.387
H 3.9694 -2.2788 2.3164  0.091
H 2.8696 -3.2186 3.3272  0.346

Total energy in a.u.: -8056.57532
HOMO energy in eV: -10.78
Kohn-Sham gap in eV: 7.96
Total charge: +1
Energy relative to the best compared isomer or geometry (same formula, charge and spin) in kcal/mol: 38.27

---

(2)
# C39H31Cl2N6O4PSSrTe

A molecular structure, C39H31Cl2N6O4PSSrTe (the ωB97M-V functional and the def2-TZVPD basis, OMol25).

Last column: Mulliken charge in e.
CARTESIAN COORDINATES (ANGSTROEM)
Sr 1.1322 0.5337 1.1285  1.888
C 1.0874 -4.2825 1.7413  -1.145
C 0.0623 -4.4856 2.7217  -0.394
C -0.6762 -3.4400 3.1545  -1.012
C -0.4523 -2.0866 2.6606  0.503
N 0.5951 -1.9007 1.7077  0.574
C 1.2841 -2.9837 1.3270  -0.184
C -1.2119 -1.0102 3.0361  -0.412
C -2.2304 -1.0660 4.0775  -0.900
C -2.8937 0.0339 4.4940  -0.570
C -2.5879 1.3170 3.9098  -1.422
C -1.6489 1.3112 2.9125  -0.201
N -0.9851 0.2610 2.4076  1.196
H 1.7249 -5.0809 1.3836  0.379
H -0.1440 -5.4821 3.1042  0.362
H -1.4705 -3.6130 3.8717  0.191
H 2.0850 -2.7789 0.6188  0.255
H -2.4513 -2.0229 4.5369  0.225
H -3.6369 -0.0495 5.2824  0.353
H -3.0415 2.2389 4.2490  0.439
H -1.3938 2.2762 2.4551  0.170
C -0.3719 3.8366 -1.5546  -0.964
C 0.1243 4.0936 -0.1767  0.018
N 0.6746 3.1980 0.6163  0.143
C 1.0060 3.8701 1.7760  0.056
C 0.6461 5.1796 1.6675  -0.018
N 0.0790 5.2983 0.4263  0.022
C 0.7254 6.3807 2.5375  0.562
O 1.3592 6.2425 3.6539  -0.607
O 0.2316 7.4186 2.1420  -0.709
C 1.6459 3.1794 2.9529  0.432
O 1.9334 3.9134 3.9382  -0.862
O 1.8351 1.9619 2.8325  -0.636
H -0.4308 2.7642 -1.7102  -0.231
H 0.3125 4.2488 -2.3000  0.469
H -1.3627 4.2679 -1.7111  0.384
H -0.2864 6.1657 0.0748  0.234
H 1.7708 5.2409 3.7371  0.445
Cl 2.9253 -1.7129 -1.9845  0.118
C 4.5627 -2.2733 -2.0067  0.440
C 4.9688 -2.9615 -3.1396  -0.794
C 6.2369 -3.5108 -3.1958  -0.351
C 7.0870 -3.3729 -2.1107  -0.725
C 6.6694 -2.6621 -0.9979  0.351
Cl 7.8161 -2.5450 0.3136  -0.245
C 5.4047 -2.0588 -0.9002  -0.175
S 4.9520 -1.1745 0.5565  -0.289
H 4.2675 -3.0724 -3.9563  0.366
H 6.5551 -4.0540 -4.0778  0.327
H 8.0809 -3.8008 -2.1130  0.384
N -1.0133 -0.6519 -2.3880  0.318
P -1.3035 -0.2703 -0.7176  0.950
C -2.8420 0.7388 -0.8650  -0.238
C -2.8820 1.9649 -0.2113  0.248
C -3.9974 2.7913 -0.3251  -1.217
C -5.0705 2.3962 -1.1059  -0.529
C -5.0424 1.1697 -1.7626  -0.744
C -3.9355 0.3446 -1.6322  -0.564
C -1.9966 -1.8658 -0.2058  0.405
C -1.4821 -3.0523 -0.7280  -0.449
C -1.9550 -4.2792 -0.2893  -0.707
C -2.9389 -4.3265 0.6938  -0.458
C -3.4378 -3.1513 1.2335  -0.625
C -2.9555 -1.9218 0.8064  -0.287
C -0.0715 0.0011 -3.1570  0.424
C -0.0698 -0.1540 -4.5580  -0.879
C 0.9106 0.4793 -5.2852  -0.412
C 1.8688 1.2515 -4.6379  -0.950
C 1.7829 1.3440 -3.2607  -0.353
N 0.8372 0.7490 -2.5362  0.345
H -1.6876 -1.1899 -2.9076  0.299
H -2.0414 2.2648 0.4053  0.549
H -4.0177 3.7337 0.2116  0.481
H -5.9402 3.0377 -1.1964  0.364
H -5.8881 0.8512 -2.3620  0.403
H -3.9300 -0.6291 -2.1127  0.307
H -0.6802 -3.0176 -1.4574  0.329
H -1.5270 -5.1909 -0.6865  0.356
H -3.2932 -5.2828 1.0622  0.388
H -4.1689 -3.1823 2.0338  0.355
H -3.3301 -1.0097 1.2598  0.305
H -0.8254 -0.7653 -5.0362  0.430
H 0.9291 0.3666 -6.3633  0.385
H 2.6654 1.7495 -5.1745  0.419
H 2.5212 1.8967 -2.6891  0.273
Te 4.2433 1.0601 -0.1253  -0.364

Total energy in a.u.: -4093.19918
HOMO energy in eV: 0.88
Kohn-Sham gap in eV: 2.93
Total charge: -2
Energy relative to the best compared isomer or geometry (same formula, charge and spin) in kcal/mol: 51.22

---

(3)
# C23H37ClO3P

2 unconnected molecules or ions with the total composition C23H37ClO3P (the ωB97M-V functional and the def2-TZVPD basis, OMol25).

Last column: natural (NBO) charge in e.
CARTESIAN COORDINATES (ANGSTROEM)
C 5.5702 -0.4368 2.0357  -0.600
C 4.5463 0.6791 1.9243  -0.397
C 3.2947 0.2588 1.1635  -0.415
C 2.3428 1.4534 1.1024  -0.063
O 1.1602 1.1873 0.3400  -0.827
P -0.2846 1.2268 1.1831  1.580
O -1.1305 2.3961 0.3644  -0.824
C -2.3403 2.9198 0.9912  -0.066
C -3.4456 1.8595 1.0658  -0.421
C -4.7879 2.3849 1.5582  -0.397
C -4.7300 2.9227 2.9804  -0.611
O -0.9756 -0.1656 0.5598  -0.842
C -1.2088 -1.2314 1.4825  -0.064
C -2.0223 -2.3371 0.8142  -0.407
C -2.3130 -3.3938 1.8725  -0.396
C -3.0716 -4.5949 1.3373  -0.601
H 6.4655 -0.0726 2.5406  0.220
H 5.1606 -1.2640 2.6210  0.207
H 5.8576 -0.8060 1.0473  0.196
H 4.2257 0.9997 2.9245  0.204
H 4.9796 1.5670 1.4465  0.197
H 3.5395 -0.1237 0.1597  0.189
H 2.8085 -0.5738 1.7004  0.200
H 2.0679 1.7063 2.1433  0.185
H 2.8606 2.3246 0.6705  0.180
H -2.0891 3.2778 2.0047  0.185
H -2.6832 3.7752 0.3913  0.197
H -3.5603 1.4035 0.0720  0.208
H -3.1070 1.0621 1.7415  0.192
H -5.1422 3.1541 0.8673  0.200
H -5.5071 1.5618 1.4979  0.209
H -5.7170 3.2602 3.2985  0.221
H -4.4105 2.1423 3.6755  0.204
H -4.0449 3.7689 3.0693  0.202
H -0.2558 -1.6658 1.8351  0.174
H -1.7411 -0.8839 2.3875  0.182
H -2.9629 -1.9392 0.3914  0.204
H -1.4580 -2.7729 -0.0272  0.181
H -1.3563 -3.7033 2.3115  0.198
H -2.8794 -2.9164 2.6814  0.204
H -3.2687 -5.2959 2.1488  0.222
H -4.0297 -4.2903 0.9102  0.206
H -2.4894 -5.1134 0.5719  0.197
Cl 5.2278 3.1354 -2.9160  0.096
C 3.9346 2.0122 -2.9468  0.053
C 4.1897 0.6626 -2.6511  -0.258
C 3.1402 -0.2447 -2.6498  -0.097
C 1.8097 0.1727 -2.9289  -0.109
C 0.7370 -0.7787 -2.9088  0.310
C -0.6856 -0.4264 -3.2112  -0.500
C -1.4711 -1.7860 -3.1981  -0.479
C -0.4171 -2.7857 -2.8339  0.087
C 0.8222 -2.1714 -2.6961  -0.310
C 1.5968 1.5445 -3.2529  -0.090
C 2.6399 2.4500 -3.2655  -0.251
H 5.2053 0.3369 -2.4354  0.252
H 3.3303 -1.2970 -2.4488  0.224
H -1.0954 0.2546 -2.4540  0.289
H -0.7939 0.0883 -4.1736  0.263
H -2.2948 -1.7463 -2.4730  0.269
H -1.9218 -1.9761 -4.1824  0.265
H -0.6262 -3.8463 -2.7327  0.242
H 1.7474 -2.6937 -2.4751  0.244
H 0.5851 1.8824 -3.5045  0.232
H 2.4733 3.5018 -3.5190  0.254

Total energy in a.u.: -1925.65093
HOMO energy in eV: -11.45
Kohn-Sham gap in eV: 6.07
Total charge: +1

---

(4)
# C3H8OS

A molecular structure, C3H8OS (the ωB97M-V functional and the def2-TZVPD basis, OMol25).

Last column: natural (NBO) charge in e.
CARTESIAN COORDINATES (ANGSTROEM)
C -1.5605 -0.2725 1.6941  -0.864
C -0.2781 0.5365 -0.7405  -0.219
C 1.7825 -0.2079 -0.8338  -0.285
H -2.7515 0.2568 2.3155  0.260
H -1.7180 -1.7552 1.7929  0.215
H -0.4013 0.2102 2.0798  0.266
H 0.2857 1.8402 -0.8790  0.189
H -0.5798 0.0916 -2.0639  0.179
H 2.5646 -0.9561 -0.4298  0.207
H 2.4507 0.8400 -0.7693  0.204
H 1.4857 -0.5408 -2.1599  0.168
O 0.5426 -0.3752 -0.1609  -0.561
S -1.8227 0.3323 0.1548  0.241

Total energy in a.u.: -592.22645
HOMO energy in eV: -8.18
Kohn-Sham gap in eV: 8.74
Total charge: 0
Energy relative to the best compared isomer or geometry (same formula, charge and spin) in kcal/mol: 182.98

---

Q: Among the records above, which one has the highest Kohn-Sham gap?
A: C3H8OS

---

Q: Which formula does entry 3 have?
A: C23H37ClO3P

---

Copy entry 4 word for word.
# C3H8OS

A molecular structure, C3H8OS (the ωB97M-V functional and the def2-TZVPD basis, OMol25).

Last column: natural (NBO) charge in e.
CARTESIAN COORDINATES (ANGSTROEM)
C -1.5605 -0.2725 1.6941  -0.864
C -0.2781 0.5365 -0.7405  -0.219
C 1.7825 -0.2079 -0.8338  -0.285
H -2.7515 0.2568 2.3155  0.260
H -1.7180 -1.7552 1.7929  0.215
H -0.4013 0.2102 2.0798  0.266
H 0.2857 1.8402 -0.8790  0.189
H -0.5798 0.0916 -2.0639  0.179
H 2.5646 -0.9561 -0.4298  0.207
H 2.4507 0.8400 -0.7693  0.204
H 1.4857 -0.5408 -2.1599  0.168
O 0.5426 -0.3752 -0.1609  -0.561
S -1.8227 0.3323 0.1548  0.241

Total energy in a.u.: -592.22645
HOMO energy in eV: -8.18
Kohn-Sham gap in eV: 8.74
Total charge: 0
Energy relative to the best compared isomer or geometry (same formula, charge and spin) in kcal/mol: 182.98